(1)
Below is a 2-piece molecular cluster, C9H14O overall, with properties calculated with the ωB97M-V functional and the def2-TZVPD basis.

Last column: Mulliken charge in e.
Geometry (Å):
C1 0.13523 1.51766 1.75315  -1.527
C2 0.86608 0.22862 1.42642  0.815
C3 0.69417 -0.88939 2.21677  -0.379
C4 1.22333 -2.13264 1.86711  -0.496
C5 1.98260 -2.22367 0.71716  -0.392
C6 2.15550 -1.09792 -0.09339  -0.472
C7 1.60207 0.11922 0.23412  -0.521
H1 0.16648 2.19030 0.89475  0.313
H2 0.67914 2.00977 2.53888  0.411
H3 -0.86328 1.34969 2.15018  0.349
H4 0.02615 -0.88952 3.06558  0.347
H5 1.07932 -2.95915 2.53653  0.380
H6 2.42367 -3.13410 0.36881  0.386
H7 2.55554 -1.28289 -1.08867  0.316
H8 1.57248 0.94943 -0.45425  0.455
C8 -2.62847 0.50122 -1.72769  -0.986
C9 -1.17134 0.34720 -2.07873  0.431
O1 -0.61248 1.62691 -2.51978  -0.533
H9 -3.03400 1.44342 -2.10436  0.267
H10 -2.76424 0.57137 -0.64221  0.281
H11 -3.32141 -0.27178 -2.04139  0.298
H12 -0.50467 0.16292 -1.25347  -0.281
H13 -0.94925 -0.33098 -2.89899  0.282
H14 -1.31262 2.19431 -2.86656  0.256

Atoms 1-2, force components in eV/Å:
C 0.7 -0.4 -0.1
C -0.5 0.4 -0.5

Calculated values
SMILES string: Cc1ccccc1.CCO
HOMO-LUMO gap in eV: 9.944
LUMO level in eV: 0.963
Relative energy (zero: lowest compared OMol25 entry of this formula, charge and spin) in eV: 0.7577

(2)
Below is a 2-piece molecular cluster, C9H14O overall, with properties calculated with the ωB97M-V functional and the def2-TZVPD basis.

Last column: Mulliken charge in e.
Geometry (Å):
C1 -1.21268 0.14174 0.84971  -0.626
C2 -0.83123 -0.29562 -0.62550  0.763
C3 -1.03527 -1.64213 -0.71476  -0.530
C4 -0.77541 -2.23163 -1.97919  -0.484
C5 -0.29519 -1.45094 -3.01136  0.303
O1 0.16168 -2.31100 -3.99961  -0.578
C6 -0.21831 -0.01289 -2.93885  -0.684
C7 -0.40478 0.47649 -1.71673  -0.484
H1 -1.43152 -0.74962 1.51519  0.308
H2 -2.23847 0.64625 0.94234  0.292
H3 -0.36544 0.56130 1.39069  -0.300
H4 -1.69919 -2.14371 0.00328  0.249
H5 -0.81208 -3.24672 -2.12179  0.503
H6 0.83647 -2.87295 -3.62935  0.345
H7 -0.01238 0.64449 -3.72922  0.473
H8 -0.28560 1.47167 -1.52443  0.468
C8 1.56621 1.97775 2.06586  -0.420
C9 1.11869 1.27666 3.28580  -0.913
H9 0.82305 1.85138 1.17167  -0.018
H10 1.47394 3.07017 2.23282  0.239
H11 2.63359 1.74104 1.73290  0.245
H12 2.02397 1.19473 4.01136  0.275
H13 0.84694 0.22100 3.18702  0.291
H14 0.13301 1.68252 3.60216  0.284

Atoms 1-2, force components in eV/Å:
C -1.2 -0.5 0.0
C -0.9 -0.3 3.2

Calculated values
SMILES string: Cc1ccc(O)cc1.CC
HOMO-LUMO gap in eV: 9.513
LUMO level in eV: 0.897
Relative energy (zero: lowest compared OMol25 entry of this formula, charge and spin) in eV: 2.4561

(3)
Below is a 2-piece molecular cluster, C9H14O overall, with properties calculated with the ωB97M-V functional and the def2-TZVPD basis.

Last column: Mulliken charge in e.
Geometry (Å):
C1 0.95869 2.48892 2.61062  -1.340
C2 0.72605 1.17427 1.92542  0.501
C3 -0.55291 0.65662 1.75566  -0.295
C4 -0.79619 -0.52565 1.08032  -0.337
C5 0.27133 -1.18218 0.46734  0.027
O1 0.04493 -2.47604 -0.01485  -0.544
C6 1.55727 -0.75685 0.70265  -0.533
C7 1.77449 0.44687 1.38669  -0.344
H1 0.45977 2.47240 3.57810  0.352
H2 0.63789 3.35725 2.03349  0.283
H3 2.01781 2.57870 2.86150  0.349
H4 -1.41202 1.20267 2.15549  0.338
H5 -1.79759 -0.93804 0.98466  0.450
H6 -0.13599 -2.48386 -0.97518  0.339
H7 2.43882 -1.32945 0.49051  0.430
H8 2.80572 0.78470 1.46373  0.300
C8 -1.34397 -1.29272 -3.23667  -1.111
C9 -0.94970 -0.07858 -2.39177  -0.482
H9 -2.29672 -1.73900 -2.95712  0.296
H10 -1.43154 -1.01197 -4.29165  0.321
H11 -0.57511 -2.06426 -3.23408  0.346
H12 -1.64721 0.24616 -1.63024  0.251
H13 -0.66928 0.79074 -2.98842  0.382
H14 -0.08454 -0.32070 -1.77617  0.022

Atoms 1-2, force components in eV/Å:
C 0.4 -0.4 0.6
C 0.2 0.2 -0.6

Calculated values
SMILES string: Cc1ccc(O)cc1.CC
HOMO-LUMO gap in eV: 9.830
LUMO level in eV: 0.970
Relative energy (zero: lowest compared OMol25 entry of this formula, charge and spin) in eV: 0.5554

(4)
Below is one molecule with the formula C9H14O, with properties calculated with the ωB97M-V functional and the def2-TZVPD basis.

Last column: Mulliken charge in e.
Geometry (Å):
C1 -1.75131 -0.83780 -0.86325  -1.331
C2 -0.58358 -0.96232 -0.26968  0.560
C3 -0.16914 -2.22727 0.38719  -1.176
C4 0.47755 0.06675 -0.37804  1.917
C5 1.19539 -0.12854 -1.74053  -1.800
C6 1.48706 -0.04770 0.83265  -2.302
C7 -0.09496 1.51942 -0.39729  -0.854
C8 -0.84273 1.75948 0.81170  0.327
C9 -1.18821 2.13241 1.99528  -0.381
O1 -2.22981 2.34625 1.06540  -0.546
H1 -1.99519 0.12195 -1.30005  0.278
H2 -2.47814 -1.52061 -0.54648  0.413
H3 0.91006 -2.29512 0.18383  0.240
H4 -0.76858 -3.08834 -0.00017  0.440
H5 -0.31710 -2.03988 1.53718  0.220
H6 0.49597 -0.19244 -2.58543  0.376
H7 1.76742 -1.11101 -1.81543  0.331
H8 1.91006 0.61866 -1.81555  0.493
H9 2.24432 0.65789 0.86819  0.496
H10 2.03742 -0.94207 0.90677  0.503
H11 0.86982 -0.00223 1.63162  0.648
H12 -0.62474 1.79456 -1.31172  0.402
H13 0.87376 2.22364 -0.25002  0.351
H14 -1.22534 2.15434 3.05383  0.395

Atoms 1-2, force components in eV/Å:
C 0.3 1.5 0.6
C 0.1 -0.5 -0.4

Calculated values
SMILES string: C=C(C)C(C)(C)CC1=CO1
HOMO-LUMO gap in eV: 8.326
LUMO level in eV: 0.756
Relative energy (zero: lowest compared OMol25 entry of this formula, charge and spin) in eV: 5.8458

(5)
Below is a 2-piece molecular cluster, C9H14O overall, with properties calculated with the ωB97M-V functional and the def2-TZVPD basis.

Last column: Mulliken charge in e.
Geometry (Å):
C1 3.02601 0.89896 -0.47984  -1.512
C2 1.68989 0.28651 -0.04262  0.557
C3 0.85748 -0.32445 -0.98568  -0.378
C4 -0.26473 -1.08033 -0.71969  -0.888
C5 -0.33469 -1.29220 0.65607  1.137
O1 -1.37681 -2.05971 1.21472  -0.547
C6 0.48904 -0.85391 1.68212  -0.803
C7 1.51745 0.00314 1.30212  -0.315
H1 3.80740 0.41811 0.07881  0.379
H2 3.06781 1.96888 -0.26085  0.313
H3 3.31625 0.78952 -1.52584  0.380
H4 1.03472 0.14676 -1.96052  0.261
H5 -0.99190 -1.30862 -1.47293  0.354
H6 -1.97672 -2.31821 0.50954  0.290
H7 0.33824 -1.20631 2.69370  0.418
H8 2.07611 0.59229 2.03359  0.344
C8 -2.42453 1.70486 -1.79473  -0.642
C9 -2.23325 1.85150 -0.27186  -0.627
H9 -2.59740 2.61487 -2.35625  0.331
H10 -1.44960 1.31861 -2.09346  0.062
H11 -3.21706 0.98068 -1.98564  0.233
H12 -1.62881 2.71741 -0.00415  0.282
H13 -3.21698 1.77385 0.20310  0.328
H14 -1.74734 1.04615 0.21949  0.040

Atoms 1-2, force components in eV/Å:
C -0.7 0.7 0.1
C 1.2 -1.2 -0.6

Calculated values
SMILES string: Cc1ccc(O)cc1.CC
HOMO-LUMO gap in eV: 9.244
LUMO level in eV: 0.888
Relative energy (zero: lowest compared OMol25 entry of this formula, charge and spin) in eV: 1.1221

(6)
Below is a 2-piece molecular cluster, C9H14O overall, with properties calculated with the ωB97M-V functional and the def2-TZVPD basis.

Last column: Mulliken charge in e.
Geometry (Å):
C1 -1.88474 -1.67616 -0.78231  -1.448
C2 -1.63711 -0.58008 0.18550  -0.016
C3 -2.66004 0.09907 0.86210  -0.316
C4 -2.38195 1.09381 1.76889  -0.801
C5 -1.03785 1.45810 1.99390  1.044
O1 -0.89610 2.41915 2.95158  -0.539
C6 0.03836 0.76164 1.44900  -0.872
C7 -0.34958 -0.27303 0.59910  -0.007
H1 -2.11432 -1.29282 -1.78761  0.279
H2 -2.71965 -2.33831 -0.52024  0.415
H3 -1.08100 -2.41113 -0.85234  0.339
H4 -3.68079 -0.11446 0.53969  0.361
H5 -3.04284 1.79664 2.26150  0.366
H6 -0.00378 2.72466 3.13267  0.294
H7 1.07723 0.87931 1.71846  0.336
H8 0.34942 -1.10245 0.49151  0.528
C8 3.36032 0.33249 -1.90998  -0.949
C9 2.21042 -0.64910 -1.62253  -0.594
H9 3.67581 0.26937 -2.95266  0.315
H10 2.97024 1.34638 -1.80624  0.276
H11 4.11625 0.18599 -1.14333  0.282
H12 2.48433 -1.64921 -1.98396  0.345
H13 2.00390 -0.73038 -0.55713  0.069
H14 1.20347 -0.54948 -2.03556  0.294

Atoms 1-2, force components in eV/Å:
C -0.7 -1.0 -0.6
C 0.1 0.5 1.5

Calculated values
SMILES string: Cc1ccc(O)cc1.CC
HOMO-LUMO gap in eV: 9.065
LUMO level in eV: 0.815
Relative energy (zero: lowest compared OMol25 entry of this formula, charge and spin) in eV: 0.9631

(7)
Below is a 2-piece molecular cluster, C9H14O overall, with properties calculated with the ωB97M-V functional and the def2-TZVPD basis.

Last column: Mulliken charge in e.
Geometry (Å):
C1 3.65330 -0.58525 -0.16092  -1.334
C2 -0.01129 -1.34976 -0.16311  -0.156
C3 1.27645 -1.28434 -0.58905  -0.561
C4 -0.35648 -0.94677 1.15678  0.716
C5 2.26327 -0.75851 0.29052  0.834
C6 0.63495 -0.48924 2.06170  -0.663
C7 1.90654 -0.37191 1.62691  -0.612
O1 -1.56516 -1.06890 1.63287  -0.441
H1 -0.79743 -1.72657 -0.80044  0.454
H2 1.47726 -1.56219 -1.62053  0.425
H3 -2.25993 -1.13204 0.93989  0.369
H4 0.37280 -0.26117 3.08638  0.458
H5 3.72675 0.05330 -1.05439  0.358
H6 4.05255 -1.52206 -0.56004  0.364
H7 2.74511 -0.05344 2.22885  0.372
H8 4.32343 -0.16903 0.59151  0.368
C8 -2.80541 0.88129 -1.13187  -0.234
C9 -2.54446 2.39329 -1.05273  -0.984
H9 -3.41568 0.54763 -0.29840  0.179
H10 -3.33010 0.62833 -2.05439  0.382
H11 -1.83248 0.39253 -1.04778  -0.158
H12 -1.57272 2.59450 -0.59878  0.301
H13 -3.31292 2.90926 -0.46376  0.276
H14 -2.62836 2.88105 -2.01921  0.288

Atoms 1-2, force components in eV/Å:
C 0.5 0.1 -0.6
C -0.2 0.0 -0.1

Calculated values
Net charge: +1
2S+1: 2
HOMO-LUMO gap (alpha / beta) in eV: 10.154 / 7.358
LUMO level (alpha / beta) in eV: -3.760 / -7.403
Relative energy (zero: lowest compared OMol25 entry of this formula, charge and spin) in eV: 0.1471
<S²>: 0.767

(8)
Below is a 2-piece molecular cluster, C9H14O2 overall, with properties calculated with the ωB97M-V functional and the def2-TZVPD basis.

Last column: Mulliken charge in e.
Geometry (Å):
C1 -2.20172 -1.03980 -0.54892  -1.020
C2 -1.34312 -2.07501 0.22652  -0.851
C3 -0.13638 -1.45327 0.89121  0.690
C4 1.08408 -1.95160 0.55554  -0.498
C5 2.16064 -1.11584 1.04076  -0.646
C6 1.97447 -0.25766 2.09449  0.418
O1 2.95871 0.33427 2.83938  -0.540
C7 0.63992 0.22301 2.41250  -0.529
C8 -0.40882 -0.49085 1.85547  -0.469
H1 -3.21257 -0.88918 -0.04164  0.226
H2 -2.40876 -1.53342 -1.50080  0.312
H3 -1.83640 -0.04680 -0.55522  0.329
H4 -1.91280 -2.63655 1.01147  0.349
H5 -1.12134 -2.95718 -0.38365  0.399
H6 1.41477 -2.73605 -0.11108  0.366
H7 3.20411 -1.30483 0.80464  0.349
H8 3.45842 1.04760 2.43713  0.331
H9 0.48478 1.05501 3.06817  0.438
H10 -1.42356 -0.12592 2.03849  0.344
C9 -0.32394 3.09416 -2.66649  -0.311
O2 -0.35950 3.02421 -4.08561  -0.504
H11 -0.36006 2.18737 -2.06582  0.092
H12 -1.14194 3.80244 -2.48349  0.201
H13 0.65039 3.54543 -2.38445  0.240
H14 0.16061 2.30046 -4.44859  0.283

Atoms 1-2, force components in eV/Å:
C -2.3 -2.0 1.3
C -0.9 -0.8 1.1

Calculated values
SMILES string: CCc1ccc(O)cc1.CO
HOMO-LUMO gap in eV: 9.316
LUMO level in eV: 0.621
Relative energy (zero: lowest compared OMol25 entry of this formula, charge and spin) in eV: 2.6185

(9)
Below is one molecule with the formula C9H14O2S, with properties calculated with the ωB97M-V functional and the def2-TZVPD basis.

Last column: Mulliken charge in e.
Geometry (Å):
C1 -1.11012 1.23297 1.41137  -0.563
C2 -1.09110 -0.01378 0.96711  -1.081
C3 -0.33026 2.29477 0.64394  -0.675
C4 0.05666 1.93436 -0.78432  -0.727
C5 1.44778 -1.11471 1.08469  -0.881
C6 0.51810 -1.70838 0.00902  -0.429
C7 0.54083 0.51120 -0.77378  -0.321
C8 -0.46065 -0.57555 -0.28195  1.554
C9 -1.37301 -0.93992 -1.55738  -1.772
O1 3.27310 0.01956 -0.53630  -0.512
O2 -0.14624 -2.95614 0.37251  -0.573
S1 2.07750 0.41732 0.28269  0.369
H1 -1.42728 1.47732 2.45861  0.310
H2 -1.78267 -0.73732 1.39615  0.299
H3 -0.75850 3.23793 0.66042  0.508
H4 0.66718 2.55442 1.05226  0.283
H5 -0.80865 2.08734 -1.52722  0.305
H6 0.90296 2.71056 -1.09137  0.200
H7 0.81198 -0.70874 1.90814  0.425
H8 2.06282 -1.84641 1.43172  0.604
H9 1.12162 -1.89059 -0.96489  0.474
H10 0.80382 0.21391 -1.81618  0.590
H11 -0.68126 -1.45172 -2.17126  0.549
H12 -1.80245 -0.27773 -2.28216  0.339
H13 -2.17290 -1.61100 -1.21672  0.340
H14 -0.33927 -2.85966 1.32490  0.386

Atoms 1-2, force components in eV/Å:
C 1.7 5.3 1.1
C -1.4 -5.9 -1.4

Calculated values
2S+1: 3
HOMO-LUMO gap (alpha / beta) in eV: 4.140 / 4.072
LUMO level (alpha / beta) in eV: 0.627 / -3.947
<S²>: 2.012